# C33H56GaINO13S

C33H56GaINO13S as an isolated structure (ωB97M-V/def2-TZVPD, the OMol25 dataset).

Values from the calculation:
LUMO energy = 1.5 eV
Molecular weight = 903.50 g mol⁻¹
Net charge = -1
HOMO level = -0.158 Eh
Kohn-Sham gap = 0.2114 Eh
ΔE to the lowest compared entry with this formula, charge and spin = 0.0 kcal per mole

Last column: Löwdin charge in e.
Geometry (Å):
C1 0.313 -0.723 -0.506  0.002
C2 0.286 0.741 -0.874  -0.528
O1 1.253 1.297 -1.395  0.004
N1 -0.906 1.367 -0.672  0.070
C3 -0.969 2.823 -0.814  -0.171
C4 -2.403 3.384 -0.749  -0.191
C5 -3.504 2.418 -0.297  -0.313
C6 -3.904 1.359 -1.358  -0.309
Ga1 -5.828 1.455 -1.974  0.149
S1 -5.890 0.812 -4.251  0.174
C7 -7.008 0.045 -1.083  -0.310
C8 -8.201 0.670 -0.323  -0.439
C9 -9.433 0.540 -1.196  -0.690
I1 -11.152 1.552 -0.406  0.641
H1 1.349 -1.042 -0.409  0.082
H2 -0.134 -1.304 -1.313  0.079
H3 -0.233 -0.927 0.413  0.074
H4 -1.412 1.016 0.130  0.126
H5 -0.335 3.278 -0.048  0.102
H6 -0.517 3.060 -1.777  0.107
H7 -2.379 4.215 -0.035  0.096
H8 -2.696 3.817 -1.709  0.105
H9 -3.198 1.967 0.650  0.068
H10 -4.373 3.035 -0.044  0.076
H11 -3.240 1.458 -2.221  0.032
H12 -3.712 0.357 -0.957  0.035
H13 -6.469 2.921 -1.799  -0.051
H14 -5.539 1.934 -4.889  -0.310
H15 -7.391 -0.621 -1.865  0.027
H16 -6.377 -0.543 -0.414  0.036
H17 -8.364 0.179 0.641  0.088
H18 -8.034 1.734 -0.136  0.056
H19 -9.244 0.990 -2.170  0.044
H20 -9.702 -0.503 -1.349  0.041
O2 -2.251 2.710 2.752  0.133
C10 -1.297 3.125 3.338  -0.469
O3 -0.228 3.654 2.686  0.013
C11 0.821 3.960 3.616  -0.156
C12 0.133 4.112 4.967  -0.148
C13 -1.030 3.133 4.833  -0.064
H21 1.535 3.133 3.608  0.125
H22 1.325 4.863 3.279  0.122
H23 0.793 3.902 5.805  0.085
H24 -0.248 5.129 5.075  0.118
H25 -0.748 2.122 5.131  0.134
H26 -1.923 3.429 5.374  0.125
O4 -1.687 -3.224 0.291  0.112
C14 -1.531 -3.945 -0.650  -0.491
O5 -0.385 -3.963 -1.370  0.010
C15 -0.536 -4.810 -2.531  -0.144
C16 -1.662 -5.772 -2.178  -0.154
C17 -2.528 -4.908 -1.264  -0.070
H27 -0.778 -4.178 -3.384  0.114
H28 0.413 -5.304 -2.721  0.126
H29 -2.179 -6.159 -3.047  0.091
H30 -1.261 -6.618 -1.615  0.116
H31 -3.253 -4.318 -1.828  0.136
H32 -3.047 -5.459 -0.484  0.121
O6 1.696 2.770 7.699  0.106
C18 2.841 2.543 7.433  -0.490
O7 3.199 1.498 6.656  0.028
C19 4.634 1.402 6.564  -0.156
C20 5.148 2.796 6.898  -0.143
C21 4.083 3.295 7.875  -0.070
H33 4.976 0.656 7.284  0.123
H34 4.894 1.075 5.564  0.115
H35 6.160 2.784 7.294  0.108
H36 5.139 3.416 5.999  0.120
H37 4.302 3.011 8.906  0.131
H38 3.911 4.367 7.828  0.123
O8 -1.434 -6.243 -5.312  0.109
C22 -1.440 -5.423 -6.188  -0.481
O9 -1.024 -4.162 -5.984  0.025
C23 -1.234 -3.354 -7.159  -0.133
C24 -1.305 -4.355 -8.308  -0.150
C25 -1.911 -5.579 -7.622  -0.074
H39 -2.167 -2.803 -7.028  0.133
H40 -0.413 -2.649 -7.233  0.125
H41 -1.878 -3.986 -9.155  0.113
H42 -0.297 -4.589 -8.655  0.117
H43 -3.002 -5.556 -7.623  0.131
H44 -1.572 -6.528 -8.029  0.121
O10 8.037 0.626 7.583  0.120
C26 7.967 -0.219 6.739  -0.486
O11 7.124 -0.112 5.685  -0.003
C27 7.161 -1.308 4.884  -0.143
C28 8.505 -1.954 5.200  -0.149
C29 8.720 -1.533 6.654  -0.072
H45 6.318 -1.939 5.173  0.130
H46 7.048 -1.025 3.841  0.128
H47 8.507 -3.029 5.039  0.116
H48 9.281 -1.515 4.572  0.118
H49 8.262 -2.230 7.358  0.132
H50 9.762 -1.387 6.922  0.125
O12 2.164 -1.413 -5.502  0.109
C30 2.379 -0.238 -5.426  -0.481
O13 2.525 0.528 -6.541  0.010
C31 2.873 1.874 -6.174  -0.165
C32 2.396 2.035 -4.736  -0.149
C33 2.553 0.618 -4.191  -0.076
H51 3.957 1.982 -6.265  0.120
H52 2.392 2.554 -6.874  0.120
H53 2.950 2.790 -4.184  0.116
H54 1.342 2.314 -4.721  0.122
H55 3.552 0.436 -3.791  0.135
H56 1.816 0.380 -3.431  0.100